Record 1
A single C4H9NO2 molecule at a distorted geometry. Source: OMol25; level of theory: ωB97M-V/def2-TZVPD.

Values from the calculation:
* total charge: 0
* energy relative to the best compared isomer or geometry (same formula, charge and spin): 63.5 kcal per mole
* SMILES: C[C@H](N)CC(=O)O
* HOMO level: -9.738 eV
* orbital gap: 10.399 eV

Each line ends with the natural charge from an NBO analysis.
CARTESIAN COORDINATES (ANGSTROEM)
1 C -0.650 -1.117 1.346  -0.6360
2 C -0.523 -0.205 0.085  -0.0271
3 N -0.083 -1.082 -1.156  -0.8698
4 C 0.496 0.968 0.299  -0.5188
5 C 0.326 1.970 -0.818  0.8060
6 O -0.432 2.919 -0.477  -0.5767
7 O 0.984 1.452 -1.824  -0.6438
8 H 0.201 -1.370 1.881  0.2089
9 H -1.221 -2.009 1.019  0.2088
10 H -1.283 -0.769 2.110  0.2159
11 H -1.485 0.288 -0.152  0.2110
12 H 0.841 -1.596 -0.980  0.3488
13 H -0.776 -1.809 -1.302  0.3616
14 H 0.480 1.137 1.342  0.2360
15 H 1.563 0.475 0.261  0.1603
16 H 1.564 0.748 -1.633  0.5150


Record 2
A 8-piece molecular cluster, C24H52FN7O10 overall at a distorted geometry. Source: OMol25; level of theory: ωB97M-V/def2-TZVPD.

Values from the calculation:
* total charge: 0
* SMILES: O=C1OC[C@@H](F)O1.CNC(C)=O.CNC(C)=O.CNC(C)=O.CNC(C)=O.CNC(C)=O.CNC(C)=O.CNC(C)=O
* HOMO level: -9.218 eV
* orbital gap: 9.625 eV

Each line ends with the Mulliken charge.
CARTESIAN COORDINATES (ANGSTROEM)
1 O 2.784 2.618 -1.154  -0.5929
2 C 1.830 1.904 -1.177  0.5788
3 O 0.625 2.173 -0.724  -0.3631
4 C -0.340 1.076 -1.079  0.4358
5 C 0.639 0.066 -1.777  1.2149
6 F 0.187 -0.079 -3.100  -0.3716
7 O 1.875 0.621 -1.682  -0.2979
8 H -0.690 0.552 -0.176  -0.1918
9 H -1.193 1.504 -1.639  -0.1540
10 H 0.672 -1.012 -1.471  -0.4603
11 C -1.836 4.205 -0.409  -1.0525
12 N -2.518 3.750 -1.632  -0.0509
13 C -2.162 4.241 -2.810  0.9241
14 C -3.005 3.912 -4.048  -0.9940
15 O -1.177 4.989 -2.880  -0.6770
16 H -0.758 4.254 -0.579  0.2924
17 H -2.002 3.440 0.353  0.1479
18 H -2.235 5.142 -0.065  0.5239
19 H -3.389 3.332 -1.490  0.1816
20 H -3.991 4.429 -4.053  0.2943
21 H -3.124 2.869 -4.155  0.1705
22 H -2.550 4.339 -4.935  0.3317
23 C -3.695 1.703 2.734  -0.4948
24 N -4.289 0.478 2.111  -0.2405
25 C -4.357 0.300 0.756  0.8190
26 C -4.991 -0.876 0.163  -1.0725
27 O -3.828 1.214 0.058  -0.4807
28 H -4.169 2.575 2.351  0.2964
29 H -2.634 1.757 2.492  -0.1960
30 H -3.929 1.667 3.807  0.3554
31 H -4.849 -0.093 2.666  0.2336
32 H -5.904 -1.044 0.711  0.4521
33 H -4.256 -1.681 0.303  0.1679
34 H -5.094 -0.798 -0.876  0.1177
35 C -0.858 -3.442 -0.768  -0.9345
36 N -0.129 -3.111 0.471  -0.0371
37 C -0.680 -2.222 1.385  0.6480
38 C -0.042 -2.087 2.764  -0.3578
39 O -1.586 -1.521 1.070  -0.5203
40 H -0.767 -4.513 -1.014  0.4456
41 H -0.542 -2.829 -1.645  0.2528
42 H -1.973 -3.267 -0.622  0.1631
43 H 0.421 -3.944 0.767  0.2277
44 H -0.569 -2.601 3.547  0.4616
45 H -0.024 -1.006 2.985  -0.1289
46 H 0.969 -2.557 2.809  -0.1971
47 C -0.119 2.281 3.186  -0.5700
48 N 1.264 2.295 2.913  -0.1269
49 C 1.851 1.293 2.138  0.5378
50 C 3.350 1.349 2.119  -1.1426
51 O 1.206 0.435 1.587  -0.3497
52 H -0.524 1.260 2.958  -0.1124
53 H -0.676 2.945 2.541  0.3309
54 H -0.356 2.435 4.226  0.3369
55 H 1.840 3.049 3.077  0.1612
56 H 3.790 2.310 2.155  0.5243
57 H 3.702 0.849 1.164  0.0059
58 H 3.634 0.639 2.848  0.4596
59 C -2.807 -0.676 -3.495  -0.9221
60 N -3.750 0.351 -3.056  0.2477
61 C -5.035 0.354 -3.490  0.8442
62 C -5.866 1.372 -2.704  -0.7472
63 O -5.406 -0.238 -4.452  -0.6524
64 H -3.454 -1.335 -4.083  0.5117
65 H -2.485 -1.287 -2.599  0.1621
66 H -1.927 -0.273 -4.023  0.1766
67 H -3.508 0.807 -2.206  -0.2789
68 H -6.134 2.264 -3.328  0.2897
69 H -5.341 1.774 -1.791  0.0255
70 H -6.863 0.952 -2.477  0.3240
71 C 4.063 -3.919 3.189  -1.0394
72 N 3.817 -3.802 1.818  0.1421
73 C 2.918 -4.515 1.106  0.5877
74 C 2.866 -4.164 -0.412  -0.7444
75 O 2.098 -5.341 1.546  -0.7335
76 H 3.210 -3.494 3.746  0.2661
77 H 4.964 -3.308 3.421  0.3206
78 H 4.250 -4.926 3.565  0.2988
79 H 4.547 -3.302 1.325  0.3879
80 H 1.968 -4.589 -0.825  0.3527
81 H 3.758 -4.460 -0.918  0.4633
82 H 2.961 -3.081 -0.376  -0.1290
83 C 6.904 0.097 1.653  -0.7267
84 N 6.443 -0.064 0.312  -0.1835
85 C 5.770 -1.207 -0.036  0.7062
86 C 5.127 -1.143 -1.494  -0.8933
87 O 5.735 -2.231 0.610  -0.7464
88 H 6.142 0.464 2.382  0.1741
89 H 7.755 0.824 1.721  0.3352
90 H 7.351 -0.868 1.949  0.2678
91 H 6.208 0.797 -0.281  0.2791
92 H 5.258 -2.127 -1.920  0.3487
93 H 5.528 -0.374 -2.203  0.3776
94 H 4.108 -0.896 -1.429  -0.0185


Record 3
C33H34AsBN4O2P2RuS6 as an isolated structure. Source: OMol25; level of theory: ωB97M-V/def2-TZVPD.

Values from the calculation:
* multiplicity: 2
* total charge: -1
* energy relative to the best compared isomer or geometry (same formula, charge and spin): 34.9 kcal per mole
* HOMO level (spin up / spin down): -4.857 / -4.858 eV
* orbital gap (spin up / spin down): 7.088 / 7.089 eV

Each line ends with the Mulliken charge.
CARTESIAN COORDINATES (ANGSTROEM)
1 Ru 1.728 -0.501 0.921  0.9272
2 C 6.436 2.001 0.579  -0.9266
3 N 5.862 0.976 -0.267  0.2682
4 C 6.539 0.167 -1.163  -0.4795
5 C 5.623 -0.671 -1.679  -0.6396
6 N 4.394 -0.383 -1.116  0.3892
7 B 3.160 -1.285 -1.374  0.8401
8 N 3.429 -2.676 -0.708  0.3303
9 C 3.380 -3.921 -1.301  -0.7216
10 C 3.589 -4.851 -0.346  -0.3080
11 N 3.767 -4.167 0.844  0.2638
12 C 3.802 -4.741 2.178  -0.8208
13 C 3.652 -2.850 0.610  -0.4464
14 S 3.629 -1.632 1.821  -0.3150
15 C 4.554 0.627 -0.235  -0.0642
16 S 3.393 1.398 0.736  -0.5252
17 H 7.517 1.982 0.462  0.3201
18 H 6.169 1.805 1.617  0.3539
19 H 6.056 2.985 0.305  0.3061
20 H 7.593 0.273 -1.346  0.4555
21 H 5.738 -1.458 -2.404  0.4821
22 H 3.027 -1.471 -2.556  -0.1887
23 H 2.086 -0.768 -1.009  -0.4555
24 H 3.192 -4.034 -2.354  0.5151
25 H 3.612 -5.925 -0.394  0.4341
26 H 3.953 -5.814 2.088  0.3358
27 H 2.856 -4.529 2.680  0.3090
28 H 4.618 -4.306 2.751  0.2914
29 S -2.295 -1.510 2.678  -0.4881
30 As -0.139 -2.044 3.110  0.5804
31 S 1.002 -0.174 3.148  -0.4800
32 S 0.715 -2.640 1.198  -0.6158
33 S -0.162 -3.348 4.716  -0.4953
34 O 0.710 1.526 0.166  0.0296
35 P -0.663 2.064 0.485  0.4025
36 C -1.767 1.066 1.441  -1.3046
37 P -2.042 -0.734 0.616  1.3989
38 O -0.735 -0.581 -0.150  -0.3780
39 C -3.715 -0.191 0.039  0.1850
40 C -4.755 0.128 0.910  -0.4851
41 C -5.997 0.507 0.416  -0.7457
42 C -6.213 0.583 -0.954  -0.5237
43 C -5.180 0.267 -1.826  -0.7379
44 C -3.944 -0.127 -1.333  -0.2047
45 C -2.438 -2.472 -0.146  0.8305
46 C -1.764 -2.876 -1.302  -0.3039
47 C -2.102 -4.046 -1.971  -0.8043
48 C -3.124 -4.856 -1.497  -0.4254
49 C -3.803 -4.476 -0.347  -0.7888
50 C -3.462 -3.300 0.310  -0.5923
51 C -0.459 3.654 1.347  0.6059
52 C -1.463 4.229 2.122  -0.2811
53 C -1.263 5.460 2.732  -0.7732
54 C -0.050 6.119 2.583  -0.4220
55 C 0.963 5.543 1.828  -0.7067
56 C 0.760 4.315 1.213  -0.6056
57 C -1.463 2.522 -1.076  0.0653
58 C -0.943 1.976 -2.245  -0.1370
59 C -1.528 2.271 -3.469  -0.6344
60 C -2.633 3.110 -3.529  -0.4591
61 C -3.153 3.659 -2.363  -0.7785
62 C -2.567 3.366 -1.141  -0.2161
63 H -2.709 1.577 1.658  0.5294
64 H -1.239 0.921 2.383  0.5477
65 H -4.595 0.084 1.982  0.4113
66 H -6.799 0.742 1.107  0.3932
67 H -7.181 0.879 -1.338  0.3810
68 H -5.334 0.322 -2.897  0.4121
69 H -3.152 -0.403 -2.020  0.4142
70 H -0.945 -2.267 -1.660  0.2268
71 H -1.553 -4.330 -2.863  0.3965
72 H -3.385 -5.774 -2.012  0.3613
73 H -4.600 -5.098 0.046  0.3837
74 H -4.008 -3.032 1.208  0.2927
75 H -2.402 3.707 2.266  0.3181
76 H -2.049 5.898 3.334  0.3931
77 H 0.109 7.076 3.064  0.3702
78 H 1.916 6.046 1.724  0.3941
79 H 1.549 3.845 0.637  0.3309
80 H -0.091 1.311 -2.169  0.2836
81 H -1.124 1.839 -4.377  0.4118
82 H -3.094 3.333 -4.484  0.3625
83 H -4.020 4.306 -2.405  0.3910
84 H -2.978 3.797 -0.234  0.3534


Record 4
A 9-piece molecular cluster, C26H47N5O4 overall at a distorted geometry. Source: OMol25; level of theory: ωB97M-V/def2-TZVPD.

Values from the calculation:
* multiplicity: 2
* total charge: -1
* HOMO level (spin up / spin down): 0.307 / -7.561 eV
* orbital gap (spin up / spin down): 1.920 / 9.726 eV

Each line ends with the Mulliken charge.
CARTESIAN COORDINATES (ANGSTROEM)
1 C -5.390 -0.521 2.007  -0.4225
2 C -6.676 -0.945 2.574  0.1264
3 N -7.708 -1.313 2.886  -0.3588
4 H -4.929 0.171 2.712  0.0817
5 H -5.408 -0.076 1.012  0.2082
6 H -4.690 -1.355 1.967  0.2647
7 C -5.138 -0.371 -3.064  -2.9955
8 C -4.228 -0.719 -1.968  0.7040
9 N -3.599 -1.004 -1.052  -0.2285
10 H -5.984 -1.046 -3.189  0.7409
11 H -4.550 -0.616 -3.948  0.4625
12 H -5.407 0.682 -3.153  0.7913
13 C -0.772 -0.565 0.224  0.8327
14 C -1.568 -0.411 1.405  -0.4010
15 N -2.258 -0.308 2.289  0.0208
16 H 0.025 0.169 0.345  -0.5306
17 H -1.297 -0.168 -0.645  -0.6730
18 H -0.321 -1.521 -0.042  0.5343
19 C -1.595 -1.237 5.447  -0.8189
20 C -0.694 -2.129 4.736  0.5563
21 N 0.032 -2.851 4.178  -0.4934
22 H -2.297 -1.892 5.963  0.3274
23 H -2.199 -0.673 4.736  0.1222
24 H -1.107 -0.721 6.275  0.3114
25 C -2.237 3.128 3.021  -0.0991
26 C -1.367 2.437 3.988  0.2689
27 N -0.673 1.841 4.697  -0.4773
28 H -3.056 2.502 2.668  0.0767
29 H -1.579 3.330 2.176  -0.1582
30 H -2.543 4.059 3.498  0.3956
31 C 0.178 3.618 -2.109  -0.7324
32 C -1.117 3.127 -2.828  -1.1226
33 C -1.941 2.484 -1.771  -0.3352
34 O -1.389 2.897 -0.563  -0.1574
35 C 0.017 3.066 -0.727  0.1426
36 H 0.148 4.695 -1.940  0.4338
37 H 1.116 3.305 -2.567  0.2242
38 H -0.847 2.473 -3.657  0.1161
39 H -1.688 3.945 -3.267  0.5388
40 H -1.865 1.411 -1.946  -0.0147
41 H -3.008 2.669 -1.901  0.3957
42 H 0.575 2.130 -0.677  -0.3128
43 H 0.388 3.757 0.029  0.4648
44 C 4.202 1.320 0.990  -0.4246
45 C 4.780 2.358 0.024  -0.8666
46 C 3.895 2.257 -1.246  -0.6108
47 O 2.894 1.255 -0.971  -0.2802
48 C 3.431 0.409 0.062  0.1891
49 H 3.540 1.749 1.743  0.3281
50 H 4.988 0.680 1.391  0.3434
51 H 5.814 2.368 -0.322  0.3394
52 H 4.493 3.320 0.449  0.2873
53 H 4.472 1.821 -2.062  0.3727
54 H 3.480 3.228 -1.516  0.3753
55 H 4.041 -0.292 -0.507  0.2032
56 H 2.605 -0.182 0.459  -0.3722
57 C 2.223 -2.865 1.087  0.4473
58 C 2.722 -2.211 2.375  0.2005
59 C 3.741 -3.258 2.850  -0.6808
60 O 3.216 -4.508 2.577  -0.4057
61 C 2.379 -4.373 1.464  -0.5878
62 H 2.801 -2.581 0.208  0.1932
63 H 1.199 -2.552 0.883  -0.4301
64 H 1.996 -1.988 3.157  -0.0015
65 H 3.213 -1.248 2.233  0.0592
66 H 4.014 -3.299 3.904  0.3416
67 H 4.634 -3.188 2.229  0.2789
68 H 1.392 -4.800 1.644  0.3673
69 H 2.851 -4.668 0.527  0.3379
70 C 0.388 -0.395 -3.324  1.4314
71 C 0.266 -0.951 -4.781  -1.6447
72 C 0.665 -2.364 -4.748  -0.7337
73 O 1.479 -2.499 -3.549  -0.4192
74 C 1.626 -1.169 -2.953  0.8313
75 H -0.457 -0.784 -2.757  -0.1806
76 H 0.384 0.692 -3.401  -0.4955
77 H 0.987 -0.402 -5.387  0.3891
78 H -0.737 -0.714 -5.138  0.7486
79 H 1.213 -2.754 -5.605  0.3318
80 H -0.269 -2.919 -4.653  0.3598
81 H 2.497 -0.602 -3.282  0.2452
82 H 1.592 -1.346 -1.878  -0.6775


Record 5
A 2-piece molecular cluster, C5H12N2O overall at a distorted geometry. Source: OMol25; level of theory: ωB97M-V/def2-TZVPD.

Values from the calculation:
* total charge: 0
* energy relative to the best compared isomer or geometry (same formula, charge and spin): 193.1 kcal per mole
* HOMO level: -8.819 eV
* orbital gap: 9.383 eV

Each line ends with the natural charge from an NBO analysis.
CARTESIAN COORDINATES (ANGSTROEM)
1 C 1.519 1.911 -0.934  -0.4090
2 C 0.362 1.396 1.188  -0.2527
3 C 0.006 0.109 0.433  0.0885
4 C 0.826 -1.002 0.010  -0.2846
5 C -1.552 -0.338 0.328  -0.0604
6 H 1.524 2.848 -1.173  0.1970
7 H 1.677 1.525 -1.977  0.1943
8 H 2.470 1.627 -0.374  0.1694
9 H 1.287 1.174 1.637  0.1900
10 H -0.428 1.914 1.670  0.2048
11 H 0.800 -0.701 -1.080  0.1748
12 H 1.829 -0.881 0.249  0.2078
13 H 0.597 -3.269 -0.408  0.2830
14 H -0.873 -2.218 0.066  0.3916
15 H -2.254 0.734 -0.018  0.1599
16 H -2.106 -0.949 1.044  0.2135
17 H -1.260 -0.469 -1.647  0.4874
18 N 0.268 1.479 -0.212  -0.4373
19 N 0.113 -2.255 0.551  -0.7724
20 O -1.612 -1.045 -0.814  -0.7456